Below is a 16-piece molecular cluster, C61H163N23O25 overall at a distorted geometry, with properties calculated with ωB97M-V/def2-TZVPD.

```
272
C61H163N23O25 | the OMol25 dataset | ωB97M-V/def2-TZVPD
C 29.83 9.32 18.43
O 29.98 10.72 18.21
C 30.36 11.39 19.44
C 31.93 11.38 19.77
N 32.66 12.30 18.81
C 34.06 12.61 19.18
C 34.61 13.68 18.18
O 34.43 13.28 16.78
C 35.49 12.46 16.23
H 29.82 8.85 17.45
H 28.90 9.28 18.99
H 30.57 8.76 18.99
H 29.73 11.13 20.29
H 30.18 12.44 19.22
H 32.35 10.37 19.82
H 32.19 11.75 20.76
H 32.71 11.80 17.94
H 34.57 11.65 19.07
H 34.14 12.88 20.23
H 35.64 13.92 18.44
H 34.07 14.57 18.49
H 36.40 13.02 16.44
H 35.34 12.15 15.19
H 35.65 11.62 16.91
C 27.23 16.18 24.00
O 28.64 15.94 23.97
C 29.17 15.39 25.12
C 30.71 15.42 25.02
N 31.18 16.75 24.55
C 31.32 17.78 25.58
C 30.12 18.65 25.78
O 30.01 19.65 24.81
C 29.99 19.33 23.42
H 26.65 15.38 24.46
H 26.77 16.09 23.02
H 27.00 17.15 24.43
H 28.72 14.42 25.36
H 28.89 16.09 25.90
H 30.95 14.81 24.15
H 31.17 15.08 25.94
H 30.34 17.05 24.07
H 32.23 18.33 25.34
H 31.44 17.41 26.60
H 30.06 19.10 26.77
H 29.20 18.13 25.51
H 30.82 18.75 23.02
H 29.90 20.25 22.84
H 29.13 18.69 23.21
C 36.46 18.91 20.07
O 35.67 18.75 18.87
C 35.72 17.49 18.21
C 35.10 17.46 16.82
N 33.68 17.43 16.74
C 33.01 18.42 17.66
C 31.42 18.37 17.59
O 30.96 17.06 17.98
C 29.57 16.89 17.90
H 37.52 18.81 19.80
H 36.19 18.10 20.74
H 36.23 19.87 20.52
H 35.37 16.69 18.86
H 36.77 17.27 18.00
H 35.62 16.69 16.26
H 35.52 18.30 16.27
H 33.30 16.52 16.91
H 33.40 19.39 17.35
H 33.18 18.31 18.73
H 31.06 18.53 16.58
H 31.02 19.13 18.27
H 29.02 17.13 18.80
H 29.44 15.83 17.70
H 29.06 17.41 17.08
C 27.18 10.56 16.62
O 26.06 10.25 15.81
C 24.82 10.49 16.55
C 23.65 10.25 15.61
N 23.39 11.33 14.59
C 24.50 11.47 13.64
C 24.71 10.16 12.84
O 25.65 10.41 11.75
C 27.02 10.52 12.16
H 28.10 10.51 16.05
H 27.17 9.95 17.52
H 27.04 11.53 17.10
H 24.92 11.48 17.01
H 24.82 9.62 17.21
H 22.66 10.13 16.07
H 23.78 9.31 15.07
H 23.27 12.19 15.10
H 25.42 11.78 14.14
H 24.24 12.25 12.92
H 23.85 9.82 12.27
H 24.93 9.28 13.45
H 27.68 10.82 11.35
H 27.35 9.67 12.75
H 27.21 11.31 12.89
C 22.12 15.46 22.99
O 23.15 15.99 22.17
C 22.98 15.67 20.82
C 24.10 16.37 19.89
N 25.47 15.95 20.16
C 25.83 14.64 19.54
C 27.17 14.14 20.01
O 27.03 14.00 21.46
C 28.17 13.37 21.96
H 21.18 15.99 23.04
H 22.46 15.33 24.02
H 21.83 14.46 22.67
H 21.98 15.92 20.46
H 23.15 14.59 20.86
H 23.96 17.45 19.89
H 23.86 15.97 18.91
H 25.63 15.85 21.15
H 25.75 14.62 18.45
H 25.06 13.92 19.82
H 27.96 14.86 19.77
H 27.31 13.25 19.41
H 29.13 13.74 21.60
H 28.35 12.35 21.60
H 28.30 13.44 23.04
C 20.92 18.46 24.90
O 20.73 18.38 26.29
C 19.38 18.66 26.62
C 19.32 18.62 28.10
N 18.00 19.13 28.49
C 17.75 18.92 29.93
C 18.56 19.88 30.76
O 18.36 19.62 32.18
C 19.08 20.49 33.05
H 21.95 18.19 24.66
H 20.63 19.36 24.36
H 20.50 17.64 24.31
H 18.75 17.91 26.14
H 19.12 19.68 26.33
H 20.09 19.29 28.50
H 19.56 17.58 28.35
H 17.23 18.70 28.00
H 18.07 17.91 30.17
H 16.69 19.12 30.11
H 18.10 20.85 30.63
H 19.62 19.92 30.52
H 18.93 20.06 34.04
H 18.81 21.54 32.99
H 20.16 20.47 32.87
C 24.07 8.10 29.09
O 22.78 8.48 28.64
C 22.03 9.12 29.76
C 20.58 9.36 29.44
N 20.18 10.59 28.75
C 20.82 10.88 27.56
C 20.20 12.01 26.83
O 20.33 13.18 27.70
C 20.63 14.38 27.05
H 24.66 7.77 28.23
H 23.85 7.20 29.66
H 24.67 8.80 29.68
H 22.61 10.01 30.03
H 22.12 8.42 30.59
H 20.06 9.35 30.40
H 20.24 8.58 28.76
H 20.30 11.38 29.38
H 20.82 10.05 26.86
H 21.90 11.06 27.65
H 19.22 11.80 26.40
H 20.82 12.13 25.95
H 19.93 14.76 26.30
H 21.61 14.42 26.56
H 20.65 15.08 27.88
C 17.98 15.18 24.33
O 16.76 15.96 24.49
C 15.72 15.39 23.77
C 15.69 15.88 22.33
N 15.04 17.19 22.13
C 14.94 17.42 20.73
C 13.88 18.50 20.48
O 14.40 19.81 20.99
C 13.48 20.78 21.04
H 18.83 15.71 24.75
H 18.31 15.11 23.29
H 18.00 14.17 24.74
H 14.75 15.71 24.15
H 15.84 14.31 23.70
H 15.05 15.08 21.95
H 16.67 15.84 21.86
H 15.62 17.93 22.50
H 14.70 16.49 20.23
H 15.83 17.92 20.35
H 12.92 18.34 20.97
H 13.85 18.59 19.39
H 13.65 21.59 21.75
H 12.51 20.38 21.31
H 13.49 21.24 20.05
C 31.42 11.75 24.42
O 30.12 11.84 25.01
C 29.23 10.80 24.69
C 27.92 11.02 25.46
N 27.02 9.89 25.18
C 25.87 9.94 26.17
C 24.81 10.86 25.76
O 25.24 12.28 25.84
C 24.18 13.07 25.41
H 31.33 11.70 23.33
H 31.98 10.83 24.59
H 32.07 12.59 24.67
H 29.68 9.85 24.99
H 29.11 10.76 23.61
H 27.55 11.85 24.85
H 28.11 11.24 26.51
H 27.47 9.01 25.39
H 26.15 10.04 27.22
H 25.36 8.98 26.11
H 23.92 10.73 26.37
H 24.55 10.50 24.76
H 24.38 14.11 25.66
H 23.18 12.86 25.78
H 24.17 12.92 24.33
C 26.35 19.46 21.88
O 25.52 19.04 22.63
N 26.87 18.90 20.80
N 26.88 20.61 22.06
H 26.55 17.96 20.60
H 27.62 19.39 20.33
H 27.45 20.86 21.26
H 26.63 21.37 22.68
C 25.48 10.28 21.78
O 25.04 10.24 20.65
N 25.65 11.32 22.50
N 25.92 9.25 22.51
H 25.88 11.24 23.48
H 25.76 12.21 22.03
H 26.21 9.42 23.46
H 25.72 8.31 22.19
C 21.84 12.21 20.07
O 21.07 13.13 19.99
N 21.88 11.42 21.09
N 22.62 11.90 19.08
H 21.10 11.50 21.72
H 22.57 10.69 21.03
H 22.67 12.52 18.29
H 23.36 11.28 19.38
C 21.56 19.12 21.36
O 20.81 18.21 21.59
N 21.18 20.20 20.87
N 22.83 19.32 21.67
H 20.19 20.38 20.77
H 21.89 20.92 20.78
H 23.32 20.16 21.40
H 23.39 18.57 22.05
C 22.48 14.52 16.87
O 23.05 13.45 16.95
N 21.48 14.81 17.68
N 22.87 15.46 16.13
H 21.07 15.73 17.67
H 21.39 14.22 18.50
H 22.29 16.24 15.82
H 23.83 15.37 15.85
C 31.61 15.00 21.15
O 31.96 14.13 21.85
N 31.64 15.07 19.86
N 31.05 16.09 21.63
H 32.07 14.29 19.38
H 31.25 15.85 19.34
H 30.52 16.77 21.11
H 30.82 16.08 22.61
C 18.75 16.39 19.77
O 17.90 15.83 19.09
N 19.49 15.81 20.63
N 18.97 17.70 19.57
H 20.26 16.34 21.00
H 19.65 14.83 20.43
H 19.63 18.08 20.23
H 18.29 18.24 19.05
```

Properties
**Gap between HOMO and LUMO**: 0.287 Eh
**Charge**: 0
**LUMO**: -0.1 eV

Here are the Löwdin charges for atoms 1 to 99, given in e: -0.1237, -0.2026, -0.1666, -0.1480, -0.0744, -0.1958, -0.1809, -0.2107, -0.0750, 0.0901, 0.0796, 0.0795, 0.0982, 0.0994, 0.0997, 0.0848, 0.1017, 0.1020, 0.1155, 0.1118, 0.0851, 0.0763, 0.0919, 0.0724, -0.0657, -0.2253, -0.2261, -0.1504, -0.0611, -0.1901, -0.2133, -0.1853, -0.0953, 0.0865, 0.0672, 0.0915, 0.1164, 0.1101, 0.0841, 0.1263, 0.0264, 0.1219, 0.1145, 0.1312, 0.1075, 0.0763, 0.0847, 0.0734, -0.0684, -0.2250, -0.2349, -0.2364, -0.0392, -0.1515, -0.1521, -0.2459, -0.1284, 0.0809, 0.0817, 0.0863, 0.1115, 0.1132, 0.1181, 0.1197, 0.0946, 0.1191, 0.1049, 0.1154, 0.1141, 0.0717, 0.0935, 0.0912, -0.1153, -0.2265, -0.1675, -0.1744, -0.0507, -0.2092, -0.1883, -0.1972, -0.1126, 0.0929, 0.0725, 0.0720, 0.1067, 0.1214, 0.1135, 0.1011, 0.0590, 0.0931, 0.1166, 0.1216, 0.1008, 0.0825, 0.0822, 0.0644, -0.0986, -0.1843, -0.1916

***

Below is C61H44FNOP2S3V as an isolated structure, with properties calculated with ωB97M-V/def2-TZVPD.

```
114
C61H44FNOP2S3V | the OMol25 dataset | ωB97M-V/def2-TZVPD
V -0.91 0.11 -0.25
O 0.98 -2.17 1.39
S 1.17 -1.19 0.30
C 2.17 0.14 0.98
C 3.33 0.55 0.35
C 4.19 1.50 0.92
C 3.89 2.00 2.15
C 4.59 3.01 3.03
C 3.75 3.07 4.33
C 2.53 2.25 4.02
C 1.37 2.06 4.72
C 0.38 1.25 4.14
C 0.54 0.58 2.94
P -0.91 -0.25 2.25
C -2.28 0.92 2.51
C -3.57 0.48 2.82
C -4.62 1.39 2.83
C -4.40 2.72 2.51
C -3.12 3.16 2.18
C -2.06 2.26 2.19
C -1.38 -1.77 3.08
C -1.73 -1.75 4.43
C -2.13 -2.92 5.06
C -2.20 -4.10 4.33
C -1.87 -4.12 2.99
C -1.45 -2.96 2.36
C 1.76 0.72 2.22
C 2.69 1.60 2.78
C 2.25 -1.92 -0.88
C 3.36 -2.50 -0.30
C 4.40 -3.06 -1.05
C 4.30 -3.00 -2.41
C 5.24 -3.48 -3.49
C 4.49 -3.21 -4.82
C 3.19 -2.59 -4.41
C 2.10 -2.20 -5.13
C 0.97 -1.72 -4.44
C 0.90 -1.57 -3.07
P -0.73 -1.16 -2.39
C -1.57 -0.42 -3.82
C -2.63 -1.02 -4.49
C -3.23 -0.38 -5.57
C -2.77 0.86 -5.98
C -1.69 1.45 -5.34
C -1.09 0.82 -4.27
C -1.49 -2.74 -1.91
C -2.88 -2.94 -1.88
C -3.41 -4.14 -1.43
C -2.58 -5.15 -0.98
C -1.20 -4.96 -0.98
C -0.67 -3.77 -1.45
C 2.05 -1.92 -2.29
C 3.14 -2.46 -3.00
H 3.60 0.13 -0.61
H 5.09 1.79 0.39
H 4.61 3.98 2.53
H 5.63 2.72 3.21
H 3.49 4.09 4.60
H 4.29 2.63 5.17
H 1.18 2.54 5.67
H -0.58 1.18 4.65
H -3.75 -0.55 3.06
H -5.61 1.05 3.09
H -5.22 3.42 2.52
H -2.94 4.19 1.94
H -1.06 2.63 1.96
H -1.71 -0.82 5.00
H -2.39 -2.90 6.11
H -2.51 -5.02 4.83
H -1.92 -5.05 2.43
H -1.17 -2.97 1.31
H 3.43 -2.51 0.78
H 5.25 -3.51 -0.55
H 5.49 -4.53 -3.36
H 6.18 -2.93 -3.44
H 4.31 -4.13 -5.38
H 5.05 -2.55 -5.48
H 2.07 -2.28 -6.21
H 0.11 -1.48 -5.04
H -2.96 -2.01 -4.23
H -4.04 -0.86 -6.09
H -3.25 1.36 -6.82
H -1.31 2.40 -5.68
H -0.23 1.27 -3.79
H -3.55 -2.16 -2.20
H -4.49 -4.28 -1.44
H -3.00 -6.08 -0.63
H -0.54 -5.74 -0.63
H 0.41 -3.66 -1.46
S 0.29 1.68 -1.22
C 0.98 3.00 -0.29
N 0.63 3.39 0.89
C 1.43 4.44 1.30
C 1.31 5.11 2.52
C 2.18 6.14 2.80
C 3.17 6.52 1.88
C 3.30 5.88 0.66
C 2.42 4.83 0.39
S 2.30 3.85 -1.04
H 0.54 4.81 3.22
H 2.09 6.68 3.73
H 3.83 7.34 2.12
H 4.05 6.18 -0.05
F -6.75 0.76 -1.00
C -5.43 0.61 -1.00
C -4.89 -0.42 -0.24
C -3.51 -0.56 -0.24
C -2.71 0.31 -0.98
C -3.29 1.34 -1.73
C -4.66 1.49 -1.74
H -5.54 -1.07 0.32
H -3.08 -1.38 0.34
H -2.67 2.01 -2.31
H -5.14 2.28 -2.30
```

Properties
**Gap between HOMO and LUMO (alpha / beta)**: 0.227 / 0.255 Eh
**<S²>**: 0.81
**Charge**: +2
**LUMO (alpha / beta)**: -6.7 / -5.9 eV
**Spin multiplicity**: 2

Here are the Löwdin charges for atoms 1 to 99, given in e: 0.3316, -0.4350, 0.8649, -0.3095, -0.0528, 0.0040, -0.1269, -0.0696, -0.0752, -0.1349, 0.0143, -0.0460, -0.2681, 1.0726, -0.3599, -0.0882, -0.0554, -0.0480, -0.0474, -0.0928, -0.3512, -0.0773, -0.0508, -0.0481, -0.0493, -0.1004, -0.1405, -0.0844, -0.3352, -0.0419, 0.0227, -0.1228, -0.0797, -0.0788, -0.1309, 0.0181, -0.0318, -0.2599, 1.0716, -0.3783, -0.0674, -0.0469, -0.0482, -0.0516, -0.1278, -0.3093, -0.1121, -0.0448, -0.0513, -0.0554, -0.0760, -0.1441, -0.0683, 0.1195, 0.1300, 0.1137, 0.1296, 0.1159, 0.1321, 0.1289, 0.1108, 0.1104, 0.1179, 0.1163, 0.1153, 0.0679, 0.1091, 0.1166, 0.1164, 0.1087, 0.0762, 0.1297, 0.1308, 0.1308, 0.1308, 0.1309, 0.1303, 0.1294, 0.1070, 0.0992, 0.1171, 0.1168, 0.1171, 0.0652, 0.0940, 0.1192, 0.1181, 0.1199, 0.0990, 0.7375, -0.9697, 0.0600, -0.3032, -0.0120, -0.0674, -0.0664, -0.0771, -0.4632, 1.0745

***

Let's list energy above the lowest of the compared OMol25 structures with the same formula, charge and spin in order: 162.8; 14.6 kcal per mole.